{"formula": "C5H7NO", "method": "wB97M-V/def2-TZVPD", "elements": ["C", "N", "C", "C", "C", "C", "O", "H", "H", "H", "H", "H", "H", "H"], "positions_angstrom": [[1.746, -0.650, 0.391], [0.738, -1.421, 0.436], [-0.418, -1.006, -0.322], [-1.586, -0.259, 0.237], [-0.593, 0.451, -0.658], [0.477, 1.236, 0.058], [1.776, 0.626, -0.047], [2.731, -0.986, 0.715], [-0.637, -1.745, -1.085], [-1.598, -0.011, 1.296], [-2.561, -0.493, -0.183], [-0.910, 0.768, -1.650], [0.225, 1.236, 1.121], [0.609, 2.254, -0.307]], "nbo_charge": [0.408, -0.489, -0.077, -0.411, -0.297, -0.081, -0.497, 0.171, 0.218, 0.217, 0.223, 0.225, 0.181, 0.208], "homo_lumo_gap_ha": 0.3886, "total_energy_ha": -324.662181, "lumo_energy_ev": 1.1, "de_lowest_ev": 1.695, "e_homo_ev": -9.5012}